1.
# CH9O4

A 4-piece molecular cluster, CH9O4 overall (ωB97M-V with the def2-TZVPD basis set, OMol25).

* energy relative to the best compared isomer or geometry (same formula, charge and spin): 36.04 kcal/mol
* E_tot: -9372.6221 eV
* F_max: 0.1549 hartree/bohr
* charge: -1

Each line ends with the natural charge from an NBO analysis.
Atoms and positions in Å:
1 C -1.1940 -1.2348 -0.5631  -0.241
2 O -0.1835 -0.3695 -0.1517  -0.940
3 H -1.3419 -1.8279 0.3779  0.137
4 H -2.0860 -0.6823 -0.7659  0.148
5 H -0.8403 -1.9153 -1.4462  0.133
6 H 1.7974 0.3636 0.0232  0.522
7 H 1.9683 0.8759 1.6010  0.471
8 O 2.3787 0.8230 0.8165  -1.005
9 H -1.2591 -0.8262 2.3454  0.425
10 H -0.4345 -0.1179 1.1290  0.500
11 O -0.5016 -0.1697 2.3125  -1.098
12 H -0.0036 0.2073 -1.8317  0.502
13 H -0.4919 1.5908 -1.8209  0.458
14 O -0.4618 0.9338 -2.5064  -1.012


2.
# CH9O4

A 4-piece molecular cluster, CH9O4 overall (ωB97M-V with the def2-TZVPD basis set, OMol25).

* energy relative to the best compared isomer or geometry (same formula, charge and spin): 15.84 kcal/mol
* E_tot: -9373.4980 eV
* F_max: 0.0440 hartree/bohr
* charge: -1

Each line ends with the natural charge from an NBO analysis.
Atoms and positions in Å:
1 C -1.0468 0.0549 -0.8538  -0.234
2 O 0.1116 0.7845 -0.6308  -0.824
3 H -1.3180 -0.6836 -0.0927  0.141
4 H -1.8614 0.8097 -0.9423  0.144
5 H -1.1692 -0.3116 -1.8893  0.141
6 H 0.0426 -2.3555 1.3534  0.444
7 H 1.2332 -2.0677 0.5049  0.506
8 O 0.7994 -2.8035 1.0178  -1.005
9 H 0.9358 0.1654 -0.4684  0.525
10 H 2.6555 -1.2207 0.0428  0.427
11 O 1.9828 -0.7784 -0.4682  -1.256
12 H -0.2811 2.7954 0.2246  0.501
13 H -1.1211 2.4306 1.3940  0.463
14 O -0.9633 3.1805 0.8081  -0.973


3.
# CHAlF24O3P4

CHAlF24O3P4 as an isolated structure (ωB97M-V with the def2-TZVPD basis set, OMol25).

* energy relative to the best compared isomer or geometry (same formula, charge and spin): 0.00 kcal/mol
* E_tot: -116190.4316 eV
* F_max: 0.0607 hartree/bohr
* charge: -2

Each line ends with the natural charge from an NBO analysis.
Atoms and positions in Å:
1 Al -10.5472 -6.5648 -7.5047  1.798
2 O -14.4438 -6.3783 -4.7693  -0.658
3 C -13.3467 -6.3000 -5.5428  0.914
4 O -12.6414 -5.2853 -5.6285  -0.621
5 O -12.9052 -7.3309 -6.1266  -0.423
6 H -14.4475 -5.4228 -4.5572  0.504
7 P -10.3667 -2.8891 -7.8734  2.596
8 F -9.6426 -3.9554 -6.9031  -0.566
9 F -11.2247 -2.2881 -6.6112  -0.583
10 F -9.1474 -1.8702 -7.6349  -0.574
11 F -11.1177 -1.8574 -8.8600  -0.582
12 F -9.6065 -3.5711 -9.1360  -0.579
13 F -11.6000 -3.9651 -8.0611  -0.585
14 P -10.7993 -10.2254 -8.1282  2.602
15 F -11.7233 -11.1123 -7.1894  -0.572
16 F -11.2677 -11.0438 -9.4596  -0.590
17 F -12.0261 -9.1329 -8.3256  -0.603
18 F -9.9878 -9.2321 -9.1677  -0.583
19 F -10.3463 -9.2665 -6.9093  -0.566
20 F -9.5374 -11.2023 -7.9306  -0.568
21 P -9.0618 -7.4048 -4.0596  2.598
22 F -8.5915 -8.3148 -5.3005  -0.570
23 F -7.5356 -7.0729 -3.6439  -0.583
24 F -9.0644 -6.0764 -5.0166  -0.573
25 F -9.6256 -6.6127 -2.7737  -0.591
26 F -10.6050 -7.6705 -4.4332  -0.590
27 F -8.9828 -8.7300 -3.0942  -0.600
28 P -7.2597 -6.7809 -9.0501  2.597
29 F -5.7988 -7.1331 -8.3561  -0.581
30 F -7.7414 -5.9227 -7.7549  -0.567
31 F -6.6457 -5.5550 -9.8520  -0.563
32 F -8.7806 -6.5495 -9.6869  -0.584
33 F -6.9565 -7.7562 -10.2811  -0.578
34 F -7.9272 -8.0587 -8.2552  -0.576


4.
# CHAlF24O3P4

CHAlF24O3P4 as an isolated structure (ωB97M-V with the def2-TZVPD basis set, OMol25).

* energy relative to the best compared isomer or geometry (same formula, charge and spin): 144.29 kcal/mol
* E_tot: -116184.1745 eV
* F_max: 0.0452 hartree/bohr
* charge: -2

Each line ends with the natural charge from an NBO analysis.
Atoms and positions in Å:
1 Al -0.2294 -0.0518 0.2390  0.998
2 O 1.3279 -5.9143 -1.5234  -0.581
3 C 0.8912 -4.7751 -1.1122  0.907
4 O -0.1055 -4.2672 -1.6507  -0.288
5 O 1.3956 -4.1520 -0.1593  -0.235
6 H 0.9816 -5.7982 -2.4112  0.514
7 P -2.9736 1.8959 4.6588  2.582
8 F -4.0478 3.1068 4.9468  -0.575
9 F -2.1651 2.0084 6.0675  -0.561
10 F -4.1521 0.8835 5.3066  -0.592
11 F -2.0313 0.5416 4.3889  -0.564
12 F -3.5777 1.6343 3.1566  -0.554
13 F -1.9334 2.8063 3.8475  -0.570
14 P 3.1431 -0.7263 -4.5207  2.602
15 F 3.5826 -1.1446 -3.0162  -0.573
16 F 3.7116 0.7452 -4.2944  -0.572
17 F 4.5672 -1.3256 -5.0556  -0.576
18 F 2.6782 -0.3285 -5.9680  -0.576
19 F 2.4460 -2.1539 -4.7929  -0.571
20 F 1.7469 -0.3105 -3.9053  -0.559
21 P -4.4774 1.2865 -2.9194  2.586
22 F -4.9250 0.3234 -1.6527  -0.587
23 F -5.1248 0.3065 -4.0626  -0.577
24 F -5.8430 2.1149 -2.6448  -0.576
25 F -4.0037 2.2576 -4.1806  -0.586
26 F -3.6983 2.0979 -1.7613  -0.570
27 F -3.0487 0.4965 -3.0880  -0.580
28 P 3.7581 1.2140 3.7781  2.598
29 F 4.6226 2.2809 2.9718  -0.579
30 F 5.1011 0.6124 4.3609  -0.567
31 F 3.3898 2.1932 4.9997  -0.555
32 F 2.8338 0.0735 4.4039  -0.583
33 F 2.3824 1.8119 3.1716  -0.528
34 F 3.7771 0.2569 2.4215  -0.554


5.
# CHAlF3O

CHAlF3O as an isolated structure (ωB97M-V with the def2-TZVPD basis set, OMol25).

* energy relative to the best compared isomer or geometry (same formula, charge and spin): 59.94 kcal/mol
* E_tot: -17822.4614 eV
* spin multiplicity: 2
* F_max: 0.1249 hartree/bohr
* charge: +2

Each line ends with the natural charge from an NBO analysis.
Atoms and positions in Å:
1 O 0.8154 -0.9722 1.3797  -1.138
2 Al 1.3895 -0.8787 2.9329  2.315
3 H 0.1682 -0.2431 0.2580  0.392
4 C -0.4385 0.3635 -0.8557  0.945
5 F -0.3471 -0.3993 -1.9433  -0.163
6 F -1.7297 0.5999 -0.6373  -0.173
7 F 0.1421 1.5299 -1.1342  -0.177


6.
# CHAuO2

CHAuO2 as an isolated structure (ωB97M-V with the def2-TZVPD basis set, OMol25).

* energy relative to the best compared isomer or geometry (same formula, charge and spin): 0.00 kcal/mol
* E_tot: -8809.6847 eV
* spin multiplicity: 3
* F_max: 0.1985 hartree/bohr
* charge: +2

Each line ends with the natural charge from an NBO analysis.
Atoms and positions in Å:
1 O 0.1890 0.6813 -0.1573  -0.755
2 C 0.6892 -0.5934 0.5302  1.075
3 O -0.2279 -1.3841 0.2704  -0.526
4 Au -1.3386 -0.1771 -0.7042  1.591
5 H 0.6884 1.4733 0.0609  0.615


7.
# CHBr2FO

CHBr2FO as an isolated structure (ωB97M-V with the def2-TZVPD basis set, OMol25).

* energy relative to the best compared isomer or geometry (same formula, charge and spin): 14.08 kcal/mol
* E_tot: -145902.4269 eV
* F_max: 0.0608 hartree/bohr

Each line ends with the natural charge from an NBO analysis.
Atoms and positions in Å:
1 C -0.1358 0.0126 -0.0478  0.561
2 O 0.8896 0.4408 0.6322  -0.669
3 F 0.1908 -0.0897 -1.3536  -0.342
4 Br -1.7227 1.2470 0.4286  -0.018
5 Br -0.8333 -1.8479 0.3648  -0.037
6 H 1.6115 0.2372 -0.0242  0.506


8.
# CHBr2FO

A single CHBr2FO molecule (ωB97M-V with the def2-TZVPD basis set, OMol25).

* energy relative to the best compared isomer or geometry (same formula, charge and spin): 17.63 kcal/mol
* E_tot: -145897.2563 eV
* spin multiplicity: 3
* F_max: 0.1303 hartree/bohr

Each line ends with the natural charge from an NBO analysis.
Atoms and positions in Å:
1 C 0.2643 0.1287 0.1963  0.163
2 O -1.1023 0.3163 -0.2813  -0.726
3 F 0.2637 -0.9528 1.1431  -0.390
4 Br 0.8272 1.6379 1.0449  0.106
5 Br 1.1876 -0.6751 -1.3499  0.367
6 H -1.4405 -0.4549 -0.7531  0.481


9.
# CHBr2O2S

An isolated ion of composition CHBr2O2S and charge -1 (ωB97M-V with the def2-TZVPD basis set, OMol25).

* energy relative to the best compared isomer or geometry (same formula, charge and spin): 59.86 kcal/mol
* E_tot: -156067.5850 eV
* F_max: 0.0588 hartree/bohr
* charge: -1

Each line ends with the natural charge from an NBO analysis.
Atoms and positions in Å:
1 C 2.2003 0.5349 -1.0219  -0.559
2 O -2.7049 -1.5722 -0.0484  -0.902
3 O -2.3628 -0.0303 1.8499  -0.900
4 S -2.3430 -0.2130 0.3731  1.593
5 Br -0.0681 0.4743 -0.8707  -0.297
6 Br 2.8830 1.4093 0.4878  -0.063
7 H 2.3955 -0.6029 -0.7697  0.128


10.
# CHBrCl2S

A 2-piece molecular cluster, CHBrCl2S overall (ωB97M-V with the def2-TZVPD basis set, OMol25).

* energy relative to the best compared isomer or geometry (same formula, charge and spin): 28.44 kcal/mol
* E_tot: -106973.9092 eV
* F_max: 0.0337 hartree/bohr

Each line ends with the natural charge from an NBO analysis.
Atoms and positions in Å:
1 C 0.1210 0.4426 -0.1122  -0.258
2 S -1.2843 0.0759 0.8515  0.201
3 Cl 1.1184 1.6430 0.5408  0.157
4 Cl 0.0016 0.5031 -1.8183  0.140
5 Br 1.7716 -1.6830 0.3744  -0.399
6 H -1.7282 -0.9816 0.1638  0.157


11.
# CHBrClNO

A 2-piece molecular cluster, CHBrClNO overall (ωB97M-V with the def2-TZVPD basis set, OMol25).

* energy relative to the best compared isomer or geometry (same formula, charge and spin): 84.04 kcal/mol
* E_tot: -87151.5865 eV
* F_max: 0.0552 hartree/bohr

Each line ends with the natural charge from an NBO analysis.
Atoms and positions in Å:
1 C 1.8575 -1.5127 0.4126  0.512
2 N -0.2371 -0.8043 1.2623  -0.612
3 O 2.7020 -1.0557 1.0667  -0.452
4 Cl 0.1341 0.7954 1.6788  0.114
5 Br 1.4996 -2.7899 -0.9102  0.108
6 H -1.0315 -0.6723 0.6173  0.330


12.
# CHBrF2OS

A 2-piece molecular cluster, CHBrF2OS overall (ωB97M-V with the def2-TZVPD basis set, OMol25).

* energy relative to the best compared isomer or geometry (same formula, charge and spin): 76.83 kcal/mol
* E_tot: -89409.8606 eV
* F_max: 0.0945 hartree/bohr

Each line ends with the natural charge from an NBO analysis.
Atoms and positions in Å:
1 C 1.6600 0.4147 -0.3760  0.530
2 O -1.9242 -1.8025 0.2672  -0.773
3 F 2.9434 0.4253 -0.1828  -0.294
4 F 0.9253 -0.4483 0.4784  -0.366
5 S -2.1376 -0.6328 1.0680  0.960
6 Br -2.5887 1.1137 -0.1978  -0.186
7 H 1.1218 0.9299 -1.0570  0.128


13.
# CHBrF2OS

A 2-piece molecular cluster, CHBrF2OS overall (ωB97M-V with the def2-TZVPD basis set, OMol25).

* energy relative to the best compared isomer or geometry (same formula, charge and spin): 71.11 kcal/mol
* E_tot: -89410.1090 eV
* F_max: 0.0702 hartree/bohr

Each line ends with the natural charge from an NBO analysis.
Atoms and positions in Å:
1 C 0.6903 0.3561 1.0906  0.569
2 O -2.0025 4.6899 -0.6258  -0.791
3 F 1.8725 0.1006 0.5802  -0.323
4 F 0.1437 1.3822 0.4644  -0.339
5 S -0.9026 4.0238 -1.2394  0.951
6 Br -1.5453 3.2261 -3.1409  -0.159
7 H 0.0641 -0.4303 0.9982  0.092


14.
# CHBrN2

A single CHBrN2 molecule (ωB97M-V with the def2-TZVPD basis set, OMol25).

* energy relative to the best compared isomer or geometry (same formula, charge and spin): 15.76 kcal/mol
* E_tot: -74073.2332 eV
* F_max: 0.0940 hartree/bohr

Each line ends with the natural charge from an NBO analysis.
Atoms and positions in Å:
1 Br -1.7564 0.8283 -0.0195  0.003
2 C 0.1247 0.2773 -0.0679  -0.125
3 N 0.3910 -1.0343 0.5889  -0.032
4 N 0.4280 -1.0544 -0.6267  -0.041
5 H 0.8127 0.9830 0.1252  0.194


15.
# CHBrN2O3

A 2-piece molecular cluster, CHBrN2O3 overall (ωB97M-V with the def2-TZVPD basis set, OMol25).

* energy relative to the best compared isomer or geometry (same formula, charge and spin): 21.93 kcal/mol
* E_tot: -80211.2893 eV
* F_max: 0.0476 hartree/bohr

Each line ends with the natural charge from an NBO analysis.
Atoms and positions in Å:
1 C 0.0226 -0.8479 0.0284  -0.212
2 N 0.3241 0.6880 -1.5330  0.329
3 N -0.5319 0.0746 0.8649  0.408
4 O -1.7165 -0.0499 1.1281  -0.429
5 O 0.4460 1.6772 -0.9911  -0.072
6 O 0.1762 1.0394 1.1645  -0.410
7 Br 1.8785 -0.9725 -0.2431  0.142
8 H -0.5990 -1.6090 -0.4186  0.243


16.
# CHBrN2O3

A 2-piece molecular cluster, CHBrN2O3 overall (ωB97M-V with the def2-TZVPD basis set, OMol25).

* energy relative to the best compared isomer or geometry (same formula, charge and spin): 4.76 kcal/mol
* E_tot: -80210.3492 eV
* spin multiplicity: 3
* F_max: 0.0930 hartree/bohr

Each line ends with the natural charge from an NBO analysis.
Atoms and positions in Å:
1 C 0.0146 0.7438 0.1203  -0.043
2 N -0.0374 -0.1961 -1.6499  0.116
3 N 0.3575 -0.3438 0.8140  0.366
4 O 1.5363 -0.5423 0.9987  -0.335
5 O -0.4089 -1.2422 -1.4937  -0.156
6 O -0.4530 -1.2155 1.0894  -0.379
7 Br -1.7722 1.3979 0.4366  0.168
8 H 0.7630 1.3983 -0.3153  0.264


17.
# CHCl2F2P

A 2-piece molecular cluster, CHCl2F2P overall (ωB97M-V with the def2-TZVPD basis set, OMol25).

* energy relative to the best compared isomer or geometry (same formula, charge and spin): 51.40 kcal/mol
* E_tot: -40821.2837 eV
* F_max: 0.0645 hartree/bohr

Each line ends with the natural charge from an NBO analysis.
Atoms and positions in Å:
1 F -0.6769 1.2575 -0.7871  -0.589
2 P 0.6122 0.5978 -1.5635  1.033
3 C 1.1336 -0.3192 -0.1835  -0.634
4 Cl 0.5502 -0.4177 1.3686  0.118
5 Cl 2.4413 -1.3107 -0.5173  0.084
6 F -2.4276 -0.1250 0.7459  -0.569
7 H -1.6327 0.3174 0.9369  0.558


18.
# CHCl2N3O2

A 3-piece molecular cluster, CHCl2N3O2 overall (ωB97M-V with the def2-TZVPD basis set, OMol25).

* E_tot: -34655.9702 eV
* spin multiplicity: 3
* F_max: 0.1344 hartree/bohr

Each line ends with the natural charge from an NBO analysis.
Atoms and positions in Å:
1 C -0.1174 0.3116 -2.7888  0.789
2 N -1.7590 -0.5008 0.6193  0.438
3 N -0.2436 0.7373 -1.6336  -0.553
4 N -1.9175 -0.8111 -0.4152  -0.090
5 O 0.0432 -0.2925 -3.7421  -0.406
6 O -1.5049 -0.0748 1.6573  -0.348
7 Cl 0.1363 2.0286 -0.6216  0.168
8 Cl 3.2264 -0.4782 3.2126  -0.266
9 H 2.1365 -0.9202 3.7122  0.266


19.
# CHCl2NO2

A 2-piece molecular cluster, CHCl2NO2 overall (ωB97M-V with the def2-TZVPD basis set, OMol25).

* energy relative to the best compared isomer or geometry (same formula, charge and spin): 114.10 kcal/mol
* E_tot: -31676.9330 eV
* F_max: 0.0175 hartree/bohr

Each line ends with the natural charge from an NBO analysis.
Atoms and positions in Å:
1 C -0.3525 0.5531 -0.2291  -0.071
2 N -0.8921 0.9341 1.0272  0.439
3 O -0.8637 0.0734 1.8841  -0.360
4 O -1.2994 2.0682 1.1551  -0.365
5 Cl -0.2440 1.6548 -1.4419  0.190
6 Cl -3.4352 -0.1999 -0.5455  -0.072
7 H -0.0038 -0.4642 -0.3314  0.240


20.
# CHCl2NO3

A 2-piece molecular cluster, CHCl2NO3 overall (ωB97M-V with the def2-TZVPD basis set, OMol25).

* energy relative to the best compared isomer or geometry (same formula, charge and spin): 64.72 kcal/mol
* E_tot: -33723.2374 eV
* F_max: 0.0673 hartree/bohr

Each line ends with the natural charge from an NBO analysis.
Atoms and positions in Å:
1 C -1.6232 0.2709 -0.2668  -0.141
2 N 1.5589 -0.3378 0.2591  0.717
3 O 1.5335 0.6318 -0.5159  -0.512
4 O 2.5737 -0.8667 0.6401  -0.402
5 O 0.4497 -0.8485 0.6194  -0.533
6 Cl -1.6699 1.1412 1.2077  0.202
7 Cl -0.7514 0.8626 -1.5148  0.364
8 H -2.0714 -0.8536 -0.4288  0.304